DFT (wB97M-V/def2-TZVPD) results for a structure of composition C33H52B2Ca2Cl4CsF9KNO15S at a distorted geometry.

## Properties
* total charge: +2
* total energy: -7633.98717 a.u.

Each line ends with the Mulliken charge.
CARTESIAN COORDINATES (ANGSTROEM)
C  -4.12134  -0.09388  -1.48705  -0.720
C  -3.02451  -0.23189  -0.43491  1.734
O  -3.35066  -0.53654  0.71632  -1.193
O  -1.74561  -0.10114  -0.70551  -0.439
C  -1.42189  0.99496  -1.58828  -2.287
C  0.06883  1.07291  -1.97268  1.455
C  0.18187  2.50397  -2.58935  -1.684
C  1.02395  3.47597  -1.75912  -1.208
C  0.27681  4.11176  -0.59234  -0.446
C  -0.66600  5.25791  -0.94432  1.021
F  -0.48849  5.75496  -2.18311  -0.327
F  -1.95114  4.80636  -0.88646  -0.319
C  -0.52056  6.44809  0.04019  0.423
F  0.58781  7.12450  -0.24092  -0.249
F  -1.56410  7.26671  -0.08419  -0.220
F  -0.49469  6.01705  1.32426  -0.245
O  0.72318  1.03408  -0.70131  0.091
B  1.51880  -0.18907  -0.52693  -0.398
C  1.27378  -1.14521  0.78371  -1.858
C  2.64830  -1.46117  1.35896  -0.225
C  3.30097  -0.18587  2.04800  -0.462
O  3.45501  -2.01630  0.29724  -0.448
O  1.45002  -0.83062  -1.80842  0.013
C  0.69879  -0.12229  -2.78295  0.232
C  1.71573  0.15391  -3.90283  -1.916
C  2.90897  1.07331  -3.58315  -0.298
C  3.97383  0.49000  -2.69927  -0.082
F  4.36184  1.26483  -1.65375  -0.389
C  4.55650  -0.68224  -2.79227  0.634
F  4.25350  -1.63278  -3.63263  -0.257
F  5.56963  -0.99723  -1.99174  -0.276
C  -0.24524  -1.23446  -3.34072  -0.303
Cl  -1.61882  -0.50185  -4.27370  -0.130
C  -0.72025  -2.28024  -2.28378  0.993
C  0.17087  -3.52542  -2.42571  -1.701
Cl  -2.39575  -2.87150  -2.55907  -0.081
H  -4.02269  0.85404  -2.01392  0.238
H  -5.10746  -0.12389  -1.01846  0.378
H  -4.04890  -0.87509  -2.24725  0.023
H  -1.64927  1.91492  -1.04416  1.187
H  -2.04686  1.03640  -2.47166  0.582
H  0.64776  2.45179  -3.56831  0.526
H  -0.80730  2.94332  -2.71653  0.804
H  1.35624  4.26420  -2.43735  0.580
H  1.94270  3.03337  -1.38212  0.683
H  -0.32374  3.35137  -0.10294  -0.252
H  0.97689  4.45475  0.17049  0.100
H  2.69437  0.23645  -0.45039  -0.488
H  0.63062  -0.71181  1.55135  0.567
H  0.84241  -2.10160  0.47947  0.304
H  2.47037  -2.30839  2.11218  1.018
H  2.73818  0.03672  2.97219  0.065
H  3.35012  0.68304  1.39973  0.106
H  4.39287  -0.41155  2.32336  0.563
H  4.40527  -2.01341  0.50588  0.408
H  1.17174  0.61646  -4.73383  0.550
H  2.12266  -0.76138  -4.31800  0.668
H  3.39589  1.27708  -4.54019  0.602
H  2.66010  2.04714  -3.17473  0.069
H  0.27228  -1.80127  -4.10332  0.775
H  -0.62377  -1.95687  -1.25928  -0.413
H  -0.19674  -4.32434  -1.78777  0.456
H  1.17117  -3.28013  -2.06354  0.238
H  0.24715  -3.85297  -3.45901  0.455
C  2.94058  -4.82931  4.68374  -1.072
C  4.31832  -5.00090  4.05547  -1.007
N  5.28502  -3.97495  4.47293  -0.100
C  6.51688  -3.98579  3.66387  -0.091
C  7.39383  -5.22657  3.72720  -1.398
C  5.48983  -3.82679  5.92183  -0.927
C  5.95361  -5.05877  6.69497  -1.125
H  2.51768  -3.82346  4.48685  -0.195
H  2.24490  -5.56874  4.25678  0.645
H  2.97115  -4.98394  5.76901  0.223
H  4.17836  -4.94979  2.95185  1.092
H  4.68481  -6.00292  4.25188  0.413
H  7.11764  -3.10465  3.92095  0.410
H  6.23258  -3.83343  2.60405  0.288
H  7.95294  -5.26941  4.65853  0.343
H  8.12170  -5.19825  2.91674  0.430
H  6.81446  -6.14078  3.60842  0.312
H  4.55071  -3.47882  6.36013  0.379
H  6.19102  -3.00590  6.09841  0.402
H  5.41284  -5.95917  6.40282  0.268
H  5.77695  -4.90421  7.75952  0.391
H  7.01683  -5.24424  6.57013  0.286
C  1.20597  3.34634  2.91081  -0.545
Cl  0.26504  2.07755  2.17052  0.135
Cl  2.77405  3.57303  2.10186  -0.082
H  0.64777  4.27947  2.89845  0.355
H  1.39857  3.05423  3.94781  0.197
Ca  2.98971  2.50271  4.88666  1.351
B  -8.61954  -0.80687  -3.48092  1.073
O  -7.16730  -0.78485  -3.17403  -0.582
C  -6.70568  -2.02082  -3.25941  0.779
O  -5.56286  -2.32945  -3.05182  -0.532
C  -7.85080  -2.94952  -3.63672  0.224
O  -7.77041  -4.13110  -3.78766  -0.567
O  -8.95273  -2.21696  -3.75765  -0.528
O  -9.39817  -0.28098  -2.34072  -0.438
C  -10.09877  0.76984  -2.75364  0.597
O  -10.82863  1.42601  -2.07545  -0.550
C  -9.79755  0.99005  -4.24021  0.621
O  -10.25319  1.85040  -4.92756  -0.527
O  -8.93304  0.05930  -4.63062  -0.434
O  0.27052  -6.43573  4.32717  -0.965
H  0.58339  -7.14464  4.86958  0.137
C  -5.28547  8.56119  -2.43873  -0.926
S  -6.12811  7.13976  -1.72744  0.582
O  -7.29163  6.83697  -2.59021  -0.621
C  -6.74740  8.00064  -0.27310  -0.900
H  -4.85342  8.25617  -3.38941  0.307
H  -6.00087  9.36656  -2.60296  0.356
H  -4.49248  8.88782  -1.76505  0.314
H  -7.36554  8.84344  -0.58127  0.319
H  -5.90679  8.34603  0.32980  0.318
H  -7.34691  7.29990  0.30419  0.301
K  1.13992  -6.69499  6.25604  0.912
F  4.17759  -6.11276  1.89042  -0.800
Cs  -5.05872  -0.32202  2.15419  0.967
Ca  4.22884  -2.75589  2.83689  1.962

***

DFT (wB97M-V/def2-TZVPD) results for the ion C2H8NSi with charge +1 at a distorted geometry.

## Properties
* total charge: +1
* total energy: -424.88346 a.u.

Each line ends with the natural charge from an NBO analysis.
CARTESIAN COORDINATES (ANGSTROEM)
C  -0.49738  -1.10389  -0.31530  -0.820
C  0.18303  -0.01390  0.52747  -0.465
N  1.42801  0.42666  -0.17085  -0.699
Si  -1.61800  0.36431  -0.03947  1.105
H  0.01639  -1.20282  -1.30927  0.241
H  -0.61652  -2.06893  0.18798  0.283
H  0.42448  -0.12859  1.80879  0.276
H  2.13823  0.61160  0.56905  0.460
H  1.25681  1.40270  -0.30862  0.440
H  1.70011  -0.03674  -1.05690  0.458
H  -1.90031  1.40767  -0.87873  -0.141
H  -2.51483  0.34193  0.98584  -0.138

***

DFT (wB97M-V/def2-TZVPD) results for a cluster of 2 separate species, C7H13N2O3 in total at a distorted geometry.

## Properties
* total charge: +1
* total energy: -609.38733 a.u.

Each line ends with the natural charge from an NBO analysis.
CARTESIAN COORDINATES (ANGSTROEM)
C  -3.49532  -0.39027  -0.40805  -0.364
C  -3.17577  1.00281  -0.45474  -0.305
C  -2.47337  -1.03215  0.21820  0.415
C  -1.98035  1.15726  0.16196  0.340
C  0.76555  -0.41845  -1.16399  -0.724
C  2.15358  -1.13915  0.88546  -0.700
C  1.26469  -0.17257  0.20616  0.462
N  -1.54586  -0.08154  0.60988  -0.073
N  1.42810  1.23972  0.57790  -0.755
O  -2.21429  -2.31913  0.50996  -0.657
O  -1.12488  2.22763  0.34703  -0.725
O  -0.49798  -0.26146  1.33337  -0.390
H  -4.38333  -0.83595  -0.80794  0.241
H  -3.78837  1.76368  -0.89459  0.242
H  0.27856  0.45520  -1.59159  0.244
H  0.04054  -1.23578  -1.15159  0.289
H  1.57397  -0.73689  -1.82274  0.267
H  1.76098  -2.14654  0.78027  0.279
H  3.15173  -1.12376  0.44023  0.253
H  2.24227  -0.92180  1.94768  0.244
H  2.08593  1.73987  -0.03281  0.438
H  1.74973  1.29389  1.55214  0.447
H  0.47232  1.70446  0.53055  0.496
H  -3.00476  -2.85854  0.39402  0.507
H  -1.63467  3.01507  0.56539  0.527

***

DFT (wB97M-V/def2-TZVPD) results for a cluster of 2 separate species, C8H16O4Si in total at a distorted geometry.

## Properties
* total charge: 0
* total energy: -904.69090 a.u.

Each line ends with the natural charge from an NBO analysis.
CARTESIAN COORDINATES (ANGSTROEM)
C  1.58790  0.59976  0.41733  0.389
C  -1.07068  -2.86358  1.81136  0.753
C  -1.33143  2.77572  0.09047  -0.606
C  -0.21479  -0.61181  -3.68112  -0.620
C  3.73248  -0.32569  0.94120  -0.286
C  -1.92386  -1.26477  3.45990  -0.254
C  -1.18198  1.72150  -1.02320  -0.856
C  0.16396  -0.93402  -2.26755  -0.826
O  1.56146  1.41840  1.29491  -0.608
O  -0.98831  -2.15777  0.86484  -0.561
O  2.43361  -0.43381  0.35555  -0.538
O  -1.42255  -2.58757  3.02154  -0.525
Si  0.36585  0.59112  -0.98636  1.174
H  -1.52217  2.11704  0.88090  0.205
H  -0.37896  3.44864  0.08999  0.220
H  -2.21312  3.49332  0.07861  0.206
H  0.08740  -1.36766  -4.44410  0.210
H  -1.29166  -0.42339  -3.78842  0.206
H  0.41132  0.17123  -4.03999  0.202
H  3.92980  0.76977  0.94463  0.196
H  4.51836  -0.92014  0.38485  0.209
H  3.64870  -0.50367  2.07589  0.195
H  -1.50568  -0.92892  4.38728  0.201
H  -2.96682  -1.29610  3.67777  0.194
H  -1.68905  -0.59374  2.76450  0.192
H  -1.22061  2.17231  -2.07462  0.232
H  -2.01047  1.09488  -1.02932  0.221
H  1.13609  -1.47890  -2.28504  0.236
H  -0.64482  -1.68216  -1.92180  0.237

***

DFT (wB97M-V/def2-TZVPD) results for a cluster of 3 separate species, C28H50BClF2IN2O7 in total at a distorted geometry.

## Properties
* total charge: -1
* total energy: -2715.59394 a.u.

Each line ends with the Mulliken charge.
CARTESIAN COORDINATES (ANGSTROEM)
C  -2.52091  3.57806  1.19594  -0.341
O  -3.44444  3.01661  0.22087  -0.409
C  -2.93157  3.32783  -1.09416  -0.275
C  -3.31362  2.11717  -2.07433  -0.469
C  -2.04088  1.52874  -2.79603  -1.022
C  -1.55525  0.13088  -2.16828  0.048
C  -0.03163  0.22587  -1.68439  -0.408
C  0.19641  -0.64239  -0.37949  -0.840
I  -0.58724  -2.61111  -1.01072  -0.060
O  -0.58859  0.08046  0.55045  0.064
B  -0.04822  0.13963  1.90670  0.163
F  0.07409  1.57481  2.25106  -0.366
C  -0.92893  -0.41606  3.16093  -0.636
O  -1.44948  -1.77071  3.03312  -0.507
C  -2.53440  -1.87109  2.20096  0.765
C  -2.88813  -3.23850  1.73569  -0.535
C  -4.01442  -3.42934  0.80698  -0.271
C  -4.83458  -2.32809  0.29536  -0.681
C  -4.50579  -0.97613  0.79843  -0.333
C  -3.38619  -0.78015  1.72188  -0.005
O  1.32996  -0.31212  1.72154  -0.482
C  1.63165  -0.61259  0.35992  1.816
C  2.37560  -2.05317  0.48496  -1.228
C  1.82001  -2.95666  1.66550  0.215
C  1.88197  -4.50933  1.25323  0.090
F  2.05671  -5.30287  2.44320  -0.381
C  2.79261  0.28057  -0.23899  -1.093
C  2.48941  1.81572  -0.32986  0.398
O  2.28535  2.55339  0.56574  -0.390
Cl  2.51063  2.55534  -2.03344  -0.292
H  -1.76647  2.77230  1.41346  0.188
H  -3.02576  3.82286  2.16777  0.254
H  -1.94354  4.45174  0.77620  0.117
H  -1.81598  3.43488  -1.12718  0.300
H  -3.45901  4.27611  -1.41236  0.255
H  -4.05441  2.56335  -2.80594  0.336
H  -3.89433  1.36590  -1.47838  0.162
H  -2.33706  1.34758  -3.87274  0.368
H  -1.22107  2.29424  -2.82972  0.470
H  -1.68714  -0.61851  -2.99590  0.550
H  -2.25419  -0.05517  -1.30685  -0.122
H  0.60152  -0.15181  -2.53577  0.228
H  0.12732  1.32359  -1.48412  -0.058
H  -1.70869  0.35026  3.43162  0.150
H  -0.22592  -0.44229  4.04893  0.157
H  -2.27930  -4.10239  2.10855  0.316
H  -4.20085  -4.48341  0.48946  0.289
H  -5.65716  -2.52227  -0.43388  0.339
H  -5.13198  -0.13638  0.41216  0.442
H  -3.18264  0.27217  2.03580  -0.019
H  3.46641  -1.86248  0.71966  0.324
H  2.39273  -2.59176  -0.51187  0.357
H  2.53147  -2.86030  2.52333  0.359
H  0.75067  -2.76214  1.92911  -0.352
H  2.68114  -4.73045  0.50356  -0.004
H  0.84830  -4.77078  0.88663  0.096
H  3.76446  0.18691  0.32238  0.520
H  2.99532  -0.07969  -1.28387  0.400
C  4.63531  -8.71600  -3.47412  -1.395
C  3.58821  -7.65341  -3.79605  0.356
C  3.74559  -6.36390  -2.96924  -0.754
O  3.28571  -6.46507  -1.63050  -0.242
C  4.21099  -7.05671  -0.73755  -0.690
N  2.25192  -8.23872  -3.63679  -0.760
H  4.43315  -9.23124  -2.53400  0.280
H  4.65278  -9.47891  -4.25613  0.349
H  5.63496  -8.27761  -3.41590  0.341
H  3.71830  -7.38235  -4.84911  0.406
H  3.12424  -5.59111  -3.43203  0.344
H  4.77727  -5.99055  -2.99674  0.402
H  5.24622  -6.80380  -0.98569  0.334
H  4.07674  -8.14038  -0.71922  0.224
H  3.99685  -6.68223  0.26543  0.233
H  1.55995  -7.56038  -3.94708  0.278
H  2.07570  -8.32189  -2.63681  0.336
C  0.26350  9.48475  2.22869  -1.415
C  -0.86170  8.73407  2.93522  0.345
C  -1.11312  7.32531  2.36700  -0.680
O  -1.82204  7.30641  1.13656  -0.397
C  -1.01923  7.53792  -0.00747  -0.735
N  -2.07752  9.55666  2.90109  -0.769
H  -0.03969  9.87381  1.25545  0.276
H  0.58086  10.34185  2.82765  0.355
H  1.13441  8.84082  2.08347  0.343
H  -0.56086  8.61384  3.98112  0.412
H  -1.74813  6.78595  3.07632  0.351
H  -0.18214  6.75124  2.28569  0.423
H  -0.01724  7.11268  0.09950  0.322
H  -0.95826  8.60788  -0.21976  0.293
H  -1.50654  7.06189  -0.86071  0.256
H  -2.79592  9.09875  3.45731  0.278
H  -2.44419  9.51362  1.95162  0.341